--- 1 ---
DFT (ωB97M-V/def2-TZVPD) results for a molecular structure, C6H7NO.

Geometry (Å):
1 C 2.24 -0.88 0.09
2 C 1.11 0.01 -0.34
3 C -0.03 1.96 0.05
4 C -1.08 1.03 -0.08
5 C -2.25 -0.09 0.06
6 C -0.27 -0.18 -0.28
7 H 1.72 -1.97 0.69
8 H 2.91 -1.57 -0.95
9 H 3.09 0.03 0.69
10 H 0.03 3.02 -0.60
11 H -2.80 -0.22 1.04
12 H -3.17 0.13 -0.45
13 H -1.32 -1.65 0.59
14 N -1.31 -1.05 -0.40
15 O 1.13 1.42 -0.09

Results
Net charge: 0
Highest occupied orbital energy in eV: -8.149
LUMO level in eV: 0.66


--- 2 ---
DFT (ωB97M-V/def2-TZVPD) results for a molecular structure, C6H7NO.

Geometry (Å):
1 C -1.11 -1.36 0.81
2 C -0.79 -0.21 -0.11
3 C 0.51 -0.23 -1.00
4 C 0.03 0.93 0.57
5 C 0.13 1.95 -0.57
6 C 0.42 1.15 -1.63
7 H -2.23 -1.62 0.97
8 H -1.75 0.04 -0.60
9 H 0.86 -1.11 -1.60
10 H 1.20 -0.78 0.86
11 H -0.12 1.25 1.60
12 H -0.04 3.04 -0.55
13 H 0.59 1.43 -2.68
14 N 1.27 0.06 0.28
15 O -0.32 -2.01 1.45

Results
Net charge: 0
Highest occupied orbital energy in eV: -8.875
LUMO level in eV: 0.55


--- 3 ---
DFT (ωB97M-V/def2-TZVPD) results for C6H7NO in the gas phase.

Geometry (Å):
1 C 1.14 -1.74 -0.19
2 C 1.36 -0.16 -0.76
3 C 0.12 0.63 -0.30
4 C -0.89 1.85 1.20
5 C -2.03 0.96 0.36
6 C -1.37 0.06 -0.29
7 H -0.10 -1.93 -0.12
8 H 1.53 -2.54 -0.96
9 H 1.91 -1.58 0.79
10 H 2.23 0.26 -0.33
11 H 1.36 -0.05 -1.75
12 H -2.98 0.80 0.69
13 H -1.64 -0.70 -1.02
14 N 0.31 1.58 0.52
15 O -0.95 2.56 2.15

Results
Net charge: 0
Structure (SMILES): CCC1=NC(=O)C=C1
Highest occupied orbital energy in eV: -10.001
LUMO level in eV: -0.54


--- 4 ---
DFT (ωB97M-V/def2-TZVPD) results for 2 unconnected molecules or ions with the total composition C6H7NO.

Geometry (Å):
1 C 0.96 1.82 -0.09
2 C 0.49 0.40 -0.23
3 C -0.76 -0.16 0.13
4 C -0.79 -1.65 0.04
5 C 0.42 -1.95 0.03
6 C 1.36 -0.89 -0.12
7 H 0.38 2.37 0.80
8 H 0.83 2.40 -0.96
9 H 2.08 2.05 0.49
10 H -2.23 1.19 0.04
11 H -2.51 -0.18 1.12
12 H -1.66 -2.10 -0.73
13 H 0.97 -2.87 -0.36
14 N -2.10 0.24 -0.20
15 O 2.55 -0.67 0.05

Results
Net charge: 0
Highest occupied orbital energy in eV: -8.581
LUMO level in eV: -0.75


Least stable: 1


--- 1 ---
DFT (ωB97M-V/def2-TZVPD) results for a molecular structure, C5H20AlN10O5.

Geometry (Å):
1 Al 0.04 0.41 -0.97
2 C -2.09 0.59 1.24
3 O -1.31 0.20 0.33
4 N -2.73 1.76 1.29
5 N -2.47 -0.11 2.26
6 H -2.53 2.44 0.56
7 H -3.52 1.89 1.91
8 H -2.15 -1.05 2.42
9 H -3.06 0.35 2.94
10 C 2.93 0.92 -0.18
11 O 1.71 0.92 -0.19
12 N 3.76 1.60 -0.91
13 N 3.76 0.34 0.66
14 H 4.74 1.51 -0.68
15 H 3.51 2.40 -1.47
16 H 3.38 -0.29 1.35
17 H 4.74 0.52 0.46
18 C -1.87 2.75 -1.14
19 O -1.13 1.88 -0.64
20 N -2.64 2.64 -2.17
21 N -2.38 3.74 -0.46
22 H -2.66 1.85 -2.81
23 H -3.12 3.51 -2.36
24 H -1.96 3.95 0.43
25 H -3.00 4.41 -0.88
26 C 2.08 -1.67 -0.21
27 O 1.51 -0.80 -0.84
28 N 3.24 -2.23 -0.53
29 N 1.74 -2.13 0.93
30 H 3.67 -1.82 -1.34
31 H 3.62 -3.04 -0.06
32 H 2.31 -2.75 1.48
33 H 0.98 -1.55 1.26
34 C -0.86 -2.36 -0.20
35 O -0.32 -1.31 -0.35
36 N -0.54 -3.34 0.56
37 N -1.95 -2.71 -0.83
38 H -1.11 -4.17 0.47
39 H 0.38 -3.39 0.97
40 H -2.37 -2.17 -1.57
41 H -2.34 -3.64 -0.71

Results
Net charge: +3
Highest occupied orbital energy in eV: -18.690
LUMO level in eV: -11.37


--- 2 ---
DFT (ωB97M-V/def2-TZVPD) results for a molecular structure, C5H20AlN10O5.

Geometry (Å):
1 Al 0.61 -0.30 0.89
2 C -0.37 2.51 -1.06
3 O -0.11 1.27 -1.11
4 N -1.49 3.00 -1.61
5 N 0.32 3.37 -0.28
6 H -1.82 3.89 -1.26
7 H -2.07 2.46 -2.23
8 H 0.14 4.35 -0.40
9 H 1.06 3.09 0.34
10 C 3.96 1.37 2.08
11 O 2.84 0.99 1.64
12 N 4.17 2.62 2.53
13 N 5.05 0.59 1.97
14 H 3.48 3.30 2.27
15 H 5.00 2.79 3.09
16 H 5.96 1.02 1.99
17 H 4.94 -0.35 1.63
18 C 1.81 -2.87 -1.82
19 O 1.54 -1.85 -1.13
20 N 2.30 -4.01 -1.26
21 N 1.85 -2.82 -3.16
22 H 2.24 -4.07 -0.26
23 H 2.63 -4.71 -1.91
24 H 1.98 -3.66 -3.70
25 H 1.61 -1.95 -3.60
26 C -2.25 -2.16 -1.07
27 O -1.28 -1.57 -0.57
28 N -2.59 -3.43 -0.71
29 N -3.11 -1.54 -1.91
30 H -3.48 -3.82 -0.93
31 H -2.08 -3.82 0.07
32 H -2.69 -0.66 -2.18
33 H -3.74 -2.04 -2.52
34 C -2.94 1.08 1.70
35 O -1.99 0.87 0.88
36 N -4.20 0.76 1.40
37 N -2.73 1.72 2.88
38 H -4.33 0.25 0.54
39 H -4.98 0.88 2.02
40 H -1.79 1.74 3.22
41 H -3.47 1.71 3.57

Results
Net charge: +3
Highest occupied orbital energy in eV: -18.555
LUMO level in eV: -14.76


Least stable: 1


--- 1 ---
DFT (ωB97M-V/def2-TZVPD) results for 3 unconnected molecules or ions with the total composition C7H13NO.

Geometry (Å):
1 C -2.63 0.31 -0.63
2 C 0.13 1.95 -0.70
3 C -0.85 -1.90 0.42
4 C -0.25 0.60 -0.32
5 C 1.92 -0.34 0.33
6 C -0.52 -0.54 0.02
7 N 2.42 0.49 1.33
8 C 2.64 -0.96 -0.60
9 O -3.38 0.08 0.51
10 H -3.25 0.80 1.13
11 H 1.94 0.46 2.21
12 H 3.44 0.50 1.45
13 H -2.67 1.33 -1.02
14 H -2.81 -0.46 -1.37
15 H 0.34 2.01 -1.77
16 H 1.04 2.21 -0.15
17 H -0.66 2.66 -0.45
18 H -1.85 -1.92 0.85
19 H -0.81 -2.58 -0.43
20 H -0.12 -2.23 1.17
21 H 2.17 -1.47 -1.43
22 H 3.74 -1.01 -0.56

Results
Net charge: 0
Highest occupied orbital energy (spin up / spin down) in eV: -6.866 / -6.214
LUMO level (spin up / spin down) in eV: 0.79 / 0.63


--- 2 ---
DFT (ωB97M-V/def2-TZVPD) results for a molecular structure, C7H13NO.

Geometry (Å):
1 C 0.33 -0.33 1.44
2 C -1.16 -0.42 -0.86
3 C 1.35 0.72 -0.69
4 C -2.57 -0.35 -0.29
5 C 2.48 1.55 -0.08
6 C 0.11 0.71 0.22
7 C -0.18 -1.50 0.83
8 N -0.32 -2.69 0.73
9 O -0.50 1.75 0.50
10 H -0.81 -3.16 -0.02
11 H 1.37 -0.43 1.78
12 H -0.32 -0.01 2.25
13 H -1.04 0.34 -1.63
14 H -0.96 -1.35 -1.41
15 H 1.68 -0.30 -0.90
16 H 1.04 1.17 -1.64
17 H -2.82 -1.20 0.34
18 H -2.66 0.56 0.30
19 H -3.32 -0.31 -1.09
20 H 2.13 2.56 0.13
21 H 2.83 1.12 0.86
22 H 3.33 1.59 -0.76

Results
Net charge: 0
Highest occupied orbital energy (spin up / spin down) in eV: -8.086 / -8.086
LUMO level (spin up / spin down) in eV: 0.06 / 0.06


--- 3 ---
DFT (ωB97M-V/def2-TZVPD) results for C7H13NO in the gas phase.

Geometry (Å):
1 C -1.31 -1.06 1.55
2 C -0.68 0.32 -2.42
3 C 0.59 2.05 0.70
4 C 0.44 -0.79 -0.36
5 C 0.05 -0.65 1.03
6 C -0.20 0.24 -1.00
7 N 1.31 -1.75 -0.86
8 C -0.47 1.18 0.06
9 O 0.99 -0.89 2.03
10 H 1.88 -0.82 1.65
11 H 1.59 -2.49 -0.25
12 H 2.05 -1.44 -1.48
13 H -1.45 1.67 0.04
14 H -2.07 -0.92 0.80
15 H -1.28 -2.11 1.85
16 H -1.57 -0.48 2.44
17 H -0.81 -0.67 -2.85
18 H -1.64 0.84 -2.46
19 H 0.01 0.88 -3.06
20 H 0.35 2.28 1.74
21 H 0.67 3.01 0.17
22 H 1.57 1.58 0.67

Results
Net charge: 0
Structure (SMILES): C/C=C(C)\C(N)=C(/C)O
Highest occupied orbital energy in eV: -7.607
LUMO level in eV: 0.75


--- 4 ---
DFT (ωB97M-V/def2-TZVPD) results for C7H13NO in the gas phase.

Geometry (Å):
1 C 1.01 -1.20 1.25
2 C -0.56 1.29 -1.05
3 C -1.49 -0.74 0.96
4 C 0.77 1.91 -1.48
5 C -0.57 -0.25 -1.89
6 C -0.14 -0.88 0.33
7 N 1.07 -0.50 2.53
8 C 0.00 -1.20 -1.02
9 O -0.81 -0.21 -3.07
10 H 0.25 -0.69 3.10
11 H 1.15 0.50 2.40
12 H 0.98 -2.28 1.44
13 H 1.95 -1.02 0.74
14 H 0.70 -1.95 -1.38
15 H -0.68 1.44 0.01
16 H -1.42 1.79 -1.52
17 H -1.53 0.06 1.70
18 H -2.27 -0.56 0.22
19 H -1.73 -1.68 1.47
20 H 0.90 1.86 -2.56
21 H 0.82 2.96 -1.18
22 H 1.60 1.38 -1.01

Results
Net charge: 0
Structure (SMILES): CCC(=O)/C=C(\C)CN
Highest occupied orbital energy in eV: -8.721
LUMO level in eV: -0.25


Least stable: 1